Here is 2 unconnected molecules or ions with the total composition C11H23N2S from OMol25. Energies are from the ωB97M-V functional and the def2-TZVPD basis.

Output
orbital gap (alpha / beta) = 8.190 / 6.849 eV

Structure (ORCA input):
```
! RIJCOSX wB97M-V def2-TZVPD def2/J DEFGRID3
* xyz 1 1
C 0.905 0.225 1.460
C 0.779 -1.566 -0.056
C 2.349 -0.301 1.867
C 2.235 -2.121 0.167
C -1.901 1.411 -0.796
C -1.675 0.265 0.032
C -3.241 2.248 -0.872
C -2.388 -0.329 1.137
C -0.819 2.935 -2.504
C 1.870 -2.720 2.468
C -0.712 2.201 -1.191
N 0.794 -0.100 0.055
N 2.560 -1.760 1.526
S -1.773 -0.333 -1.583
H 0.097 -0.370 2.039
H 0.957 1.362 1.599
H 0.348 -1.941 -0.971
H 0.050 -2.000 0.701
H 2.977 0.319 1.174
H 2.638 -0.134 2.874
H 2.231 -3.173 -0.096
H 2.955 -1.665 -0.542
H -3.171 2.785 -1.746
H -3.047 2.997 -0.121
H -4.170 1.813 -0.853
H -1.773 -0.702 1.980
H -3.068 -1.163 0.843
H -3.005 0.483 1.691
H 0.235 3.398 -2.686
H -1.506 3.755 -2.491
H -1.128 2.245 -3.297
H 2.148 -2.613 3.582
H 0.854 -2.507 2.524
H 2.034 -3.760 2.297
H -0.739 2.899 -0.363
H 0.232 1.747 -1.159
H 3.585 -1.953 1.504
*
```

These are the Mulliken partial charges, in e, on atoms 1 to 4: number 1, C, carries 0.034; number 2, C, carries -0.517; number 3, C, carries -0.974; number 4, C, carries -0.918

Here is a molecular structure, C11H23N3O3S from OMol25. Energies are from the ωB97M-V functional and the def2-TZVPD basis.

Output
orbital gap = 8.772 eV

Structure (ORCA input):
```
! RIJCOSX wB97M-V def2-TZVPD def2/J DEFGRID3
* xyz 0 1
C 1.677 -0.823 -0.192
C 0.304 -0.305 -0.554
C 2.761 0.125 -0.265
C 4.211 -0.088 0.261
C 6.948 0.364 0.035
C -1.748 0.942 0.157
C -1.944 2.464 -0.223
C -2.500 0.524 1.474
C -2.784 -0.900 1.517
C -3.216 -1.339 -0.130
C -4.665 -0.850 -0.413
H 0.918 -1.824 -1.926
H 2.091 -2.943 -0.251
H 1.705 -1.227 0.945
H 2.976 0.308 -1.306
H 2.512 1.089 0.313
H 4.360 -0.335 1.277
H 4.652 -0.765 -0.455
H 7.943 0.794 -0.530
H 7.098 0.632 1.153
H 6.610 -0.772 -0.369
H 0.169 0.716 1.297
H -2.037 0.363 -0.627
H -3.418 1.044 1.289
H -2.161 0.821 2.615
H -1.856 -1.335 2.122
H -3.778 -1.052 2.177
H -3.142 -2.614 -0.318
H -2.414 -0.623 -0.799
H -5.089 -1.761 -0.817
H -5.111 -0.446 0.458
H -4.170 0.499 -2.135
H -4.685 1.184 -0.741
H -0.113 2.490 -0.353
N 2.066 -1.888 -1.018
N -0.296 0.652 0.408
N -4.884 0.344 -1.282
O -0.324 -0.672 -1.504
O -3.139 2.886 -0.517
O -0.854 3.048 -0.548
S 5.325 1.274 -0.224
*
```

These are the Mulliken partial charges, in e, on atoms 1 to 4: number 1, C, carries 0.049; number 2, C, carries 0.588; number 3, C, carries -0.810; number 4, C, carries -0.856

Computed values of DFT total energy (unit: eV) for the preceding records, in sequence: -25583.77555 -33218.75390.
Computed values of ΔE to the lowest compared entry with this formula, charge and spin (unit: kcal per mole) for the preceding records, in sequence: 58.7 248.4.